1.
Entry from the OMol25 dataset: a structure of composition CF3InOS in a non-equilibrium geometry (ωB97M-V with the def2-TZVPD basis set).

ORCA input file:
```
! wB97M-V def2-TZVPD RIJCOSX def2/J DEFGRID3
* xyz 2 1
In -1.99945 -0.57926 0.12893
S 0.78914 -0.08013 1.41552
O -0.64051 -0.68764 1.37727
C 1.12648 0.24540 -0.19216
F 2.17277 0.90705 -0.50964
F -2.11586 0.69134 -1.09588
F 0.66742 -0.49675 -1.12403
*
```

Properties
* Kohn-Sham gap: 7.2 eV
* E_LUMO: -13.67 eV

2.
Entry from the OMol25 dataset: a structure of composition C4H3Br3N2OS2 in a non-equilibrium geometry (ωB97M-V with the def2-TZVPD basis set).

ORCA input file:
```
! wB97M-V def2-TZVPD RIJCOSX def2/J DEFGRID3
* xyz 0 1
C 1.68956 -0.22646 0.22320
C -0.66182 -0.52644 0.29273
C -2.12429 -0.40707 0.22924
C 3.09355 0.22690 0.23399
N 1.28534 -1.36931 -0.20454
N -0.01642 -1.53767 -0.18411
O -2.46958 0.60769 -2.29051
S 0.36926 0.80589 0.76579
S -3.11592 0.71641 -1.02184
Br -2.94484 0.03771 1.93404
Br -2.95714 -2.02323 -0.47443
Br -2.49962 2.67930 -0.17155
H 3.23310 1.04126 0.94155
H 3.74620 -0.60626 0.48589
H 3.37264 0.58128 -0.75946
*
```

Properties
* Kohn-Sham gap: 9.5 eV
* E_LUMO: -0.47 eV

The highest E_LUMO belongs to which entry? C4H3Br3N2OS2

Copy entry 1 word for word.
Entry from the OMol25 dataset: a structure of composition CF3InOS in a non-equilibrium geometry (ωB97M-V with the def2-TZVPD basis set).

ORCA input file:
```
! wB97M-V def2-TZVPD RIJCOSX def2/J DEFGRID3
* xyz 2 1
In -1.99945 -0.57926 0.12893
S 0.78914 -0.08013 1.41552
O -0.64051 -0.68764 1.37727
C 1.12648 0.24540 -0.19216
F 2.17277 0.90705 -0.50964
F -2.11586 0.69134 -1.09588
F 0.66742 -0.49675 -1.12403
*
```

Properties
* Kohn-Sham gap: 7.2 eV
* E_LUMO: -13.67 eV

What is the formula in the second record? C4H3Br3N2OS2

E_LUMO of number 2 (C4H3Br3N2OS2)? -0.47 eV